The following is a quantum chemistry calculation of 3 unconnected molecules or ions with the total composition H6O3, from OMol25.

Computed properties:
Spin multiplicity: 2
Charge: +1
Expectation value of S²: 0.76
Orbital gap (spin up / spin down), eV: 11.546 / 3.769
Energy, Ha: -228.8854
Relative energy (zero: lowest compared OMol25 entry of this formula, charge and spin), kJ/mol: 67.7

Each line ends with the Löwdin spin population.
Geometry (Å):
O (-0.89, -1.43, 0.31)  0.689
H (-0.51, -0.65, 0.70)  0.007
H (-0.19, -1.78, -0.26)  0.000
O (0.38, 0.84, 2.44)  0.000
H (1.19, 1.01, 1.95)  0.000
H (0.17, 1.68, 2.85)  0.000
O (0.18, 0.20, -2.36)  0.302
H (-0.77, 0.34, -2.46)  -0.002
H (0.45, -0.22, -3.18)  0.003